1.
{"formula": "C24H30FFeN4O9", "method": "wB97M-V/def2-TZVPD", "elements": ["Fe", "O", "C", "C", "N", "C", "C", "O", "O", "C", "C", "O", "O", "H", "H", "H", "H", "H", "H", "H", "H", "H", "F", "C", "C", "C", "C", "O", "C", "C", "N", "C", "C", "C", "C", "C", "C", "N", "C", "C", "N", "C", "C", "C", "O", "O", "H", "H", "H", "H", "H", "H", "H", "H", "H", "H", "H", "H", "H", "H", "H", "H", "H", "H", "C", "O", "H", "H", "H"], "xyz": [[0.851, -2.518, 1.565], [2.532, -4.175, 1.407], [3.147, -4.898, 2.481], [2.166, -5.314, 3.559], [1.612, -4.172, 4.217], [2.543, -3.260, 4.809], [3.068, -2.186, 3.835], [4.162, -1.678, 4.092], [2.271, -1.886, 2.863], [0.252, -4.249, 4.666], [-0.742, -4.378, 3.502], [-1.805, -4.954, 3.700], [-0.347, -3.844, 2.389], [1.958, -4.752, 0.877], [3.900, -4.232, 2.898], [3.656, -5.782, 2.094], [2.700, -5.974, 4.269], [1.357, -5.892, 3.105], [3.439, -3.758, 5.206], [2.069, -2.707, 5.624], [-0.004, -3.326, 5.189], [0.049, -5.094, 5.339], [0.769, 3.572, 0.439], [0.301, 2.627, -0.397], [0.632, 1.327, -0.164], [0.212, 0.343, -1.048], [0.642, -1.030, -0.823], [1.494, -1.266, 0.032], [0.035, -2.014, -1.645], [-0.727, -1.627, -2.691], [-1.025, -0.333, -2.990], [-1.697, -0.023, -4.228], [-2.816, -0.884, -4.710], [-3.106, 0.500, -4.214], [-0.595, 0.677, -2.143], [-0.947, 2.018, -2.337], [-0.498, 3.001, -1.481], [-0.881, 4.352, -1.764], [-0.911, 5.305, -0.659], [-1.760, 6.497, -1.062], [-1.142, 7.113, -2.294], [-1.077, 6.109, -3.416], [-0.252, 4.928, -2.944], [0.233, -3.494, -1.381], [0.046, -4.258, -2.324], [0.561, -3.783, -0.183], [1.225, 1.031, 0.698], [-1.128, -2.380, -3.358], [-1.037, 0.385, -4.983], [-3.135, -1.708, -4.083], [-2.874, -1.089, -5.770], [-3.597, 0.584, -3.252], [-3.366, 1.276, -4.923], [-1.603, 2.305, -3.149], [0.086, 5.661, -0.368], [-1.361, 4.838, 0.212], [-1.793, 7.244, -0.275], [-2.769, 6.185, -1.319], [-0.189, 7.388, -2.060], [-1.649, 7.945, -2.579], [-0.646, 6.584, -4.293], [-2.094, 5.793, -3.631], [0.781, 5.260, -2.744], [-0.212, 4.186, -3.736], [-0.187, -0.404, 3.308], [-0.235, -1.098, 2.087], [0.785, 0.079, 3.467], [-0.363, -1.065, 4.164], [-0.962, 0.372, 3.327]], "homo_energy_ev": [-6.369, -6.387], "largest_force_ha_per_bohr": 0.039, "de_lowest_ev": 1.299, "total_energy_ha": -3192.2520, "lumo_ev": [-2.03, -2.03], "homo_lumo_gap_ev": [4.33, 4.35], "multiplicity": 6, "s2": 8.76}

2.
{"formula": "C24H30FN3O2", "method": "wB97M-V/def2-TZVPD", "elements": ["C", "H", "O", "C", "C", "C", "C", "C", "C", "H", "H", "H", "C", "N", "C", "C", "H", "H", "C", "C", "O", "N", "C", "H", "C", "N", "C", "C", "C", "C", "C", "C", "H", "H", "H", "H", "F", "C", "H", "C", "H", "H", "H", "H", "H", "H", "C", "C", "H", "H", "H", "H", "H", "H", "H", "H", "H", "H", "H", "H"], "xyz": [[5.565, 2.289, 1.900], [6.437, 1.636, 1.790], [5.174, 2.843, 0.667], [4.720, 2.005, -0.307], [4.694, 0.620, -0.211], [4.199, -0.152, -1.257], [3.746, 0.473, -2.409], [3.785, 1.853, -2.514], [4.262, 2.620, -1.472], [4.294, 3.696, -1.533], [3.436, 2.335, -3.416], [3.368, -0.120, -3.229], [4.089, -1.651, -1.101], [2.879, -2.100, -0.425], [2.823, -1.726, 0.977], [1.662, -2.439, 1.667], [1.618, -2.115, 2.708], [1.841, -3.515, 1.642], [0.320, -2.158, 0.981], [-0.136, -0.723, 1.224], [0.612, 0.145, 1.636], [-1.443, -0.439, 0.984], [-2.494, -1.310, 0.517], [-2.142, -2.331, 0.390], [-3.059, -0.785, -0.816], [-3.543, 0.570, -0.664], [-4.862, 0.814, -0.316], [-5.922, 0.191, -0.993], [-7.247, 0.443, -0.711], [-7.580, 1.368, 0.263], [-6.564, 2.024, 0.933], [-5.238, 1.751, 0.655], [-4.480, 2.276, 1.213], [-6.801, 2.753, 1.693], [-8.614, 1.574, 0.485], [-8.003, -0.080, -1.276], [-5.666, -0.696, -1.993], [-2.483, 1.427, -0.179], [-2.840, 2.453, -0.092], [-1.908, 0.926, 1.151], [-1.058, 1.534, 1.462], [-2.677, 0.946, 1.932], [-1.685, 1.409, -0.931], [-3.849, -1.449, -1.155], [-2.265, -0.777, -1.571], [-3.302, -1.310, 1.263], [0.479, -2.458, -0.516], [1.663, -1.691, -1.098], [1.759, -1.929, -2.161], [1.482, -0.606, -1.002], [-0.423, -2.203, -1.073], [0.668, -3.527, -0.636], [-0.428, -2.831, 1.415], [3.759, -2.037, 1.451], [2.701, -0.642, 1.108], [4.939, -2.034, -0.529], [4.099, -2.125, -2.088], [5.063, 0.122, 0.672], [4.747, 1.730, 2.365], [5.829, 3.135, 2.533]], "homo_energy_ev": -7.905, "smiles": "COc1cccc(CN2CCC(C(=O)N3CCN(c4ccccc4F)CC3)CC2)c1", "largest_force_ha_per_bohr": 0.011, "de_lowest_ev": 2.041, "total_energy_ha": -1347.1495, "lumo_ev": 0.74, "homo_lumo_gap_ev": 8.65}